Molecular formula: C6H21NO4
Method: DFT, wB97M-V/def2-TZVPD

Each line ends with the natural charge from an NBO analysis.
CARTESIAN COORDINATES (ANGSTROEM)
C (-0.2153, 0.6480, -2.8448)  -0.6129
C (1.0301, -0.2536, -2.0715)  -0.4200
C (1.5381, 0.5672, -0.9159)  -0.1036
C (2.8425, 1.3002, -1.0367)  -0.6382
C (0.8803, 0.5800, 0.2799)  0.1627
C (1.4412, 1.4215, 1.3959)  -0.6594
N (-0.1539, -0.2582, 0.6199)  -0.8098
H (-0.6701, 1.3499, -2.0956)  0.2170
H (-0.9205, -0.0910, -3.1229)  0.2164
H (0.3183, 1.2600, -3.6521)  0.2177
H (0.6671, -1.3253, -1.8834)  0.1655
H (1.9862, -0.4760, -2.6731)  0.2202
H (2.7923, 2.3242, -0.5856)  0.2188
H (3.5923, 0.6826, -0.5532)  0.2086
H (3.2725, 1.3393, -2.0415)  0.2162
H (0.8669, 1.1971, 2.3692)  0.2238
H (2.4290, 1.2132, 1.6671)  0.2105
H (1.4844, 2.5201, 1.1671)  0.2253
H (-0.7782, -0.4320, -0.2226)  0.3734
H (-0.6727, 0.1674, 1.2927)  0.3742
O (-2.7981, 1.6371, 1.3059)  -0.9298
H (-3.7135, 1.6210, 1.1862)  0.4699
H (-2.7285, 1.7817, 2.2010)  0.4621
O (-3.1700, -2.2182, 1.3030)  -0.9506
H (-3.0717, -2.6912, 0.5049)  0.4785
H (-2.6678, -1.3997, 1.2838)  0.4733
O (-1.9956, -1.6848, -1.7142)  -0.9582
H (-1.9618, -2.3622, -2.4612)  0.4773
H (-0.9093, -1.6526, -1.4821)  0.4689
O (1.9876, -1.1058, 2.9801)  -0.9309
H (2.7870, -0.6566, 2.8848)  0.4556
H (1.6824, -1.1692, 2.0370)  0.4777

Kohn-Sham gap, Eh: 0.29997
Total energy, Ha: -596.8224
Highest occupied orbital energy, eV: -7.714
Total charge: 0
SMILES: CC/C(C)=C(/C)N.O.O.O.O

---

Molecular formula: C2H3N3O2
Method: DFT, wB97M-V/def2-TZVPD

Each line ends with the natural charge from an NBO analysis.
CARTESIAN COORDINATES (ANGSTROEM)
C (1.8118, 0.5924, 0.3854)  0.5595
C (-0.9934, -0.2405, -0.4264)  0.7344
N (1.9508, 0.0150, 1.3562)  -0.4575
N (-0.6345, -0.6638, 0.8473)  -0.8067
N (-0.2702, 0.7492, -1.0787)  -0.3225
O (-1.8083, -0.7181, -1.1345)  -0.5304
O (1.4206, 1.2749, -0.5673)  -0.3958
H (0.0807, -0.3310, 1.3888)  0.4137
H (-1.2114, -1.2509, 1.3158)  0.3974
H (-0.3460, 0.5727, -2.0867)  0.4079

Kohn-Sham gap (spin up / spin down), Eh: 0.31366 / 0.31371
Total energy, Ha: -392.6281
Highest occupied orbital energy (spin up / spin down), eV: -11.015 / -11.015
Total charge: 0

---

Molecular formula: C3H3Cl2NO2
Method: DFT, wB97M-V/def2-TZVPD

Each line ends with the natural charge from an NBO analysis.
CARTESIAN COORDINATES (ANGSTROEM)
C (0.1445, -0.1509, 0.3321)  -0.6801
C (1.5555, 0.3638, 0.2480)  0.0487
C (2.6159, -0.4992, 0.0808)  -0.1400
Cl (4.2291, -0.0041, -0.0947)  0.1034
Cl (2.2830, -2.1259, -0.1464)  0.0998
N (1.7629, 1.9430, -0.0067)  0.5417
O (0.9458, 2.5099, -0.7278)  -0.3685
O (2.6770, 2.4261, 0.5908)  -0.3331
H (-0.3076, -0.8725, -0.3424)  0.2460
H (-0.5839, 0.6588, 0.4075)  0.2480
H (0.1718, -0.6399, 1.2649)  0.2342

Kohn-Sham gap, Eh: 0.35246
Total energy, Ha: -1241.5893
Highest occupied orbital energy, eV: -9.873
Total charge: 0
SMILES: CC(=C(Cl)Cl)[N+](=O)[O-]